Entry 1:
A cluster of 9 separate species, C39H72N11 in total. Source: the OMol25 dataset; level of theory: ωB97M-V/def2-TZVPD.

```
122
C39H72N11 ωB97M-V/def2-TZVPD
C 3.821 -1.337 -0.433
C 3.154 0.038 -0.687
C 2.740 0.364 -2.147
C 1.237 0.584 -2.276
N 0.416 -0.644 -2.228
C 1.021 -2.009 -2.152
C -0.266 -2.819 -2.215
N -1.124 -2.020 -1.281
C -0.589 -0.746 -1.316
N -1.011 0.213 -0.506
H 3.885 -1.931 -1.351
H 4.819 -1.234 -0.009
H 3.197 -1.919 0.253
H 3.868 0.803 -0.366
H 2.264 0.121 -0.052
H 3.117 -0.369 -2.871
H 3.200 1.315 -2.438
H 1.013 1.096 -3.220
H 0.930 1.269 -1.481
H 1.440 -2.164 -1.149
H 1.792 -2.244 -2.883
H -0.714 -2.637 -3.198
H -0.208 -3.876 -1.966
H -1.161 -2.373 -0.326
H -0.930 1.193 -0.713
H -1.472 -0.003 0.371
C -4.117 -4.646 -3.545
C -4.875 -4.738 -2.227
C -3.964 -4.563 -1.007
C -2.905 -5.569 -0.949
N -2.033 -6.321 -0.909
H -3.373 -5.440 -3.634
H -4.804 -4.742 -4.385
H -3.605 -3.685 -3.640
H -5.387 -5.698 -2.162
H -5.649 -3.971 -2.192
H -4.547 -4.616 -0.086
H -3.476 -3.585 -1.037
C 6.836 2.107 1.928
C 8.090 2.329 1.092
C 8.083 1.558 -0.232
C 7.984 0.115 -0.023
N 7.905 -1.020 0.160
H 6.741 1.062 2.231
H 6.876 2.710 2.834
H 5.935 2.393 1.384
H 8.972 2.040 1.666
H 8.193 3.390 0.861
H 8.991 1.754 -0.803
H 7.233 1.868 -0.844
C 0.828 6.112 0.388
C 0.973 4.830 -0.417
C 1.564 3.687 0.420
C 2.907 4.012 0.903
N 3.959 4.267 1.296
H 1.796 6.479 0.731
H 0.376 6.896 -0.217
H 0.190 5.950 1.258
H 1.602 5.005 -1.293
H -0.008 4.517 -0.787
H 1.641 2.767 -0.164
H 0.930 3.482 1.285
C -0.937 -2.332 3.414
C -1.193 -1.332 4.535
C -2.296 -0.314 4.201
C -1.950 0.475 3.023
N -1.677 1.092 2.089
H -0.581 -1.824 2.511
H -0.172 -3.050 3.706
H -1.844 -2.888 3.164
H -0.271 -0.798 4.767
H -1.489 -1.863 5.439
H -2.454 0.376 5.031
H -3.244 -0.816 4.001
C -0.201 8.545 4.969
C -0.774 8.905 3.604
C -2.075 8.156 3.288
C -1.874 6.708 3.269
N -1.682 5.569 3.234
H 0.062 7.488 5.023
H 0.702 9.120 5.169
H -0.917 8.757 5.765
H -0.040 8.690 2.825
H -0.980 9.975 3.560
H -2.461 8.453 2.312
H -2.840 8.382 4.032
C 5.772 -4.917 2.857
C 4.741 -5.670 2.026
C 3.470 -4.849 1.774
C 2.785 -4.475 3.011
N 2.225 -4.181 3.973
H 5.384 -4.683 3.850
H 6.671 -5.517 2.987
H 6.062 -3.981 2.375
H 4.471 -6.603 2.522
H 5.171 -5.935 1.058
H 2.765 -5.413 1.160
H 3.722 -3.929 1.243
C -6.947 -9.360 -1.720
C -8.270 -9.404 -2.473
C -8.337 -8.387 -3.619
C -8.196 -7.015 -3.133
N -8.081 -5.946 -2.721
H -6.795 -8.389 -1.245
H -6.925 -10.117 -0.937
H -6.105 -9.546 -2.390
H -9.096 -9.221 -1.783
H -8.422 -10.399 -2.894
H -9.289 -8.459 -4.148
H -7.541 -8.573 -4.342
C -1.213 5.646 -4.181
C -2.467 6.131 -3.463
C -2.473 7.647 -3.232
C -1.343 8.069 -2.407
N -0.449 8.403 -1.762
H -0.317 5.849 -3.592
H -1.262 4.571 -4.356
H -1.098 6.136 -5.149
H -2.563 5.624 -2.501
H -3.351 5.873 -4.048
H -3.391 7.956 -2.731
H -2.417 8.182 -4.182
```

**Charge**: +1

***

Entry 2:
The molecule C13H16N2O6. Source: the OMol25 dataset; level of theory: ωB97M-V/def2-TZVPD.

```
37
C13H16N2O6 ωB97M-V/def2-TZVPD
N -0.040 -1.053 -0.538
C 0.164 0.037 0.518
C -1.195 0.008 1.321
C -2.550 0.058 0.739
C -3.246 1.257 0.764
C -4.420 1.346 0.020
C -4.935 0.268 -0.692
O -6.176 0.212 -1.275
C -4.258 -0.977 -0.640
C -3.187 -1.105 0.191
C 1.294 -0.406 1.414
O 1.123 -0.862 2.487
N 2.598 -0.122 0.965
C 3.007 -0.372 -0.324
C 4.293 0.346 -0.661
C 3.875 1.808 -0.503
O 2.712 2.202 -0.495
O 4.891 2.671 -0.569
C 3.081 -1.897 -0.573
O 3.980 -2.608 -0.231
O 2.078 -2.389 -1.291
H -0.852 -0.667 -1.068
H -0.162 -2.056 -0.170
H 0.478 0.934 -0.030
H -1.158 0.640 2.182
H -1.091 -1.082 1.797
H -2.765 2.168 1.217
H -5.038 2.325 0.089
H -6.498 1.064 -1.124
H -4.778 -1.737 -1.125
H -2.511 -2.018 0.355
H 3.213 -0.247 1.767
H 2.204 0.029 -0.880
H 5.151 0.113 0.053
H 4.750 0.244 -1.683
H 4.510 3.553 -0.587
H 1.457 -1.682 -1.417
```

**Structure (SMILES)**: N[C@@H](Cc1ccc(O)cc1)C(=O)N[C@@H](CC(=O)O)C(=O)O
**Charge**: 0
**Energy above the lowest of the compared OMol25 structures with the same formula, charge and spin**: 2.819 eV

***

Entry 3:
The molecule C5H10O2. Source: the OMol25 dataset; level of theory: ωB97M-V/def2-TZVPD.

```
17
C5H10O2 ωB97M-V/def2-TZVPD
C -2.241 -0.013 -0.090
C -0.900 -0.681 -0.482
O -0.285 0.030 -1.517
C 0.210 -0.774 0.663
C 1.801 -0.232 0.297
C 1.808 1.286 0.117
O 0.937 1.937 -0.426
H -2.817 -0.593 0.641
H -2.038 0.975 0.326
H -2.850 0.107 -1.004
H -1.201 -1.675 -0.877
H 0.011 0.865 -1.102
H -0.080 -0.123 1.495
H 0.317 -1.826 0.936
H 2.085 -0.753 -0.629
H 2.648 -0.399 1.040
H 2.596 1.868 0.609
```

**Structure (SMILES)**: C[C@@H](O)CCC=O
**Charge**: 0
**Energy above the lowest of the compared OMol25 structures with the same formula, charge and spin**: 2.295 eV

***

Entry 4:
The ion C24H46NO4S with charge +1. Source: the OMol25 dataset; level of theory: ωB97M-V/def2-TZVPD.

```
76
C24H46NO4S ωB97M-V/def2-TZVPD
C 5.028 -1.506 1.330
C 4.128 -0.528 1.482
C 3.110 -0.286 0.398
N 1.707 -0.599 0.840
C 1.493 -2.064 1.080
C 1.096 -2.729 -0.275
C -0.390 -3.090 -0.331
C -1.328 -1.922 0.010
C -2.752 -2.392 0.452
C -3.282 -1.612 1.673
C -4.703 -1.039 1.449
C -4.559 0.352 0.813
C -5.865 0.935 0.238
C -6.492 0.052 -0.859
C -5.617 -0.018 -2.127
C -5.658 1.310 -2.895
C 1.211 0.298 1.939
C 1.456 -0.227 3.351
C 1.737 1.749 1.674
O 2.762 2.091 2.553
S 0.336 2.894 2.087
O 2.049 1.991 0.337
C 3.089 1.146 -0.209
C 2.730 0.977 -1.709
C 3.856 0.353 -2.566
C 4.242 1.203 -3.789
C 4.425 1.899 -0.030
C 4.198 3.358 -0.425
O 4.107 4.189 0.398
O 4.146 3.684 -1.728
H 5.164 -2.251 2.112
H 5.641 -1.593 0.432
H 4.187 0.046 2.403
H 3.319 -1.022 -0.379
H 1.134 -0.375 0.020
H 0.644 -2.228 1.736
H 2.387 -2.548 1.456
H 1.420 -2.145 -1.145
H 1.667 -3.660 -0.309
H -0.680 -3.450 -1.319
H -0.592 -3.903 0.372
H -1.493 -1.296 -0.876
H -0.962 -1.270 0.810
H -2.625 -3.435 0.752
H -3.450 -2.332 -0.381
H -2.639 -0.765 1.940
H -3.342 -2.263 2.551
H -5.224 -0.888 2.396
H -5.262 -1.736 0.825
H -3.810 0.329 0.011
H -4.186 1.065 1.555
H -5.657 1.928 -0.167
H -6.598 1.055 1.043
H -6.699 -0.944 -0.465
H -7.459 0.467 -1.155
H -4.566 -0.220 -1.904
H -5.999 -0.843 -2.735
H -5.101 2.062 -2.329
H -5.201 1.234 -3.883
H -6.676 1.683 -3.025
H 0.133 0.351 1.815
H 1.573 0.565 4.083
H 2.299 -0.912 3.418
H 0.589 -0.808 3.676
H 2.471 2.840 3.096
H -0.381 2.836 0.944
H 1.844 0.327 -1.766
H 2.405 1.951 -2.071
H 3.447 -0.572 -2.987
H 4.730 0.042 -1.992
H 4.903 2.026 -3.523
H 4.810 0.538 -4.446
H 3.368 1.514 -4.357
H 4.742 1.960 1.005
H 5.229 1.518 -0.661
H 4.240 4.653 -1.735
```

**Structure (SMILES)**: C=C[C@H]1[N@@H+](CCCCCCCCCCCC)[C@@H](C)[C@](O)(S)O[C@@]1(CCC)CC(=O)O
**Charge**: +1

***

| no. | frontier orbital gap (eV) | HOMO level (eV) |
| --- | --- | --- |
| 1 | 10.7 | -13.049 |
| 2 | 9.1 | -8.656 |
| 3 | 10.2 | -9.556 |
| 4 | 9.5 | -12.401 |